(1)
{"formula": "C20H24O2", "method": "the ωB97M-V functional and the def2-TZVPD basis", "symbols": ["C", "C", "C", "C", "C", "C", "C", "C", "C", "C", "C", "C", "C", "C", "C", "C", "C", "C", "C", "C", "O", "O", "H", "H", "H", "H", "H", "H", "H", "H", "H", "H", "H", "H", "H", "H", "H", "H", "H", "H", "H", "H", "H", "H", "H", "H"], "xyz": [[3.4201, -2.4924, 1.7740], [2.5367, -1.3643, 2.2921], [3.0689, 0.0046, 1.8781], [2.1780, 1.1338, 2.3900], [2.5370, 2.4805, 1.7486], [2.3164, 2.4213, 0.3173], [2.1277, 2.3159, -0.8612], [1.8867, 2.0696, -2.2757], [1.5481, 0.6629, -2.4313], [1.2909, -0.5089, -2.4475], [0.8965, -1.9083, -2.4687], [-0.5419, -2.0110, -2.2754], [-1.7282, -2.0429, -2.1114], [-3.1616, -2.0921, -1.8744], [-3.4991, -1.3300, -0.6820], [-3.7433, -0.6925, 0.3027], [-4.0747, 0.0794, 1.4848], [-2.8224, 0.5710, 2.2180], [-1.9391, 1.4280, 1.3109], [-1.1140, 0.5682, 0.3793], [-0.4903, -0.4020, 0.7218], [-1.1089, 1.0375, -0.8648], [3.4890, -2.4506, 0.6890], [3.0125, -3.4604, 2.0564], [4.4266, -2.4115, 2.1811], [1.5264, -1.4774, 1.8949], [2.4787, -1.4199, 3.3821], [3.1023, 0.0538, 0.7872], [4.0881, 0.1374, 2.2521], [1.1416, 0.8885, 2.1522], [2.2673, 1.2164, 3.4760], [1.9223, 3.2776, 2.1782], [3.5878, 2.7175, 1.9421], [2.7828, 2.3078, -2.8588], [1.0571, 2.6904, -2.6312], [1.4063, -2.4352, -1.6547], [1.1809, -2.3668, -3.4224], [-3.6907, -1.6732, -2.7384], [-3.4742, -3.1344, -1.7432], [-4.6846, 0.9379, 1.1845], [-4.6717, -0.5420, 2.1592], [-3.1307, 1.1515, 3.0900], [-2.2363, -0.2845, 2.5599], [-1.2311, 1.9976, 1.9185], [-2.5292, 2.1267, 0.7181], [-0.5298, 0.4902, -1.4319]], "lowdin_charge": [-0.116, -0.268, -0.223, -0.207, -0.200, -0.034, -0.025, -0.189, -0.029, -0.025, -0.181, -0.026, -0.017, -0.187, -0.015, -0.027, -0.195, -0.185, -0.095, -0.563, 0.094, 0.106, 0.064, 0.066, 0.069, 0.092, 0.109, 0.107, 0.117, 0.090, 0.115, 0.114, 0.118, 0.124, 0.126, 0.125, 0.126, 0.126, 0.126, 0.121, 0.118, 0.112, 0.118, 0.123, 0.124, 0.078], "de_lowest_kcal_mol": 101.3, "lumo_ha": 0.0309, "e_tot_ha": -926.76955, "smiles": "CCCCCC#CCC#CCC#CCC#CCCCC(=O)O"}

***

(2)
{"formula": "C20H25BCoF4N5O2S", "method": "the ωB97M-V functional and the def2-TZVPD basis", "symbols": ["Co", "O", "N", "C", "C", "C", "C", "C", "S", "H", "H", "H", "H", "O", "C", "C", "C", "C", "C", "C", "C", "N", "C", "C", "N", "H", "H", "H", "H", "H", "H", "H", "F", "B", "F", "F", "F", "C", "C", "N", "C", "C", "C", "C", "N", "H", "H", "H", "H", "H", "H", "H", "H", "H", "H", "H", "H", "H", "H"], "xyz": [[-0.0768, 0.4057, 0.5161], [1.7278, 0.6233, 1.2801], [1.7797, 1.7160, 2.0514], [2.5061, 1.6602, 3.1794], [2.6356, 2.7636, 3.9765], [1.9861, 3.9412, 3.6072], [1.2254, 3.9664, 2.4626], [1.1028, 2.8223, 1.6725], [0.1465, 2.6998, 0.2492], [2.9480, 0.6983, 3.3862], [3.2082, 2.6936, 4.8885], [2.0597, 4.8194, 4.2336], [0.6851, 4.8495, 2.1562], [-1.8796, 0.2990, 0.0900], [-2.7506, -0.3349, 0.8541], [-4.0250, 0.2223, 1.0305], [-4.9755, -0.4135, 1.7957], [-4.6979, -1.6354, 2.4129], [-3.4548, -2.1997, 2.2452], [-2.4781, -1.5715, 1.4685], [-1.1694, -2.1573, 1.2746], [-0.1139, -1.5520, 0.7574], [0.9087, -2.4669, 0.6766], [0.4711, -3.6544, 1.1592], [-0.8420, -3.4456, 1.5263], [-4.2123, 1.1849, 0.5742], [-5.9413, 0.0535, 1.9410], [-5.4391, -2.1159, 3.0361], [-3.2302, -3.1308, 2.7551], [1.8759, -2.1986, 0.2895], [0.9551, -4.6085, 1.2573], [-1.4605, -4.1289, 1.9242], [-0.5720, 0.5151, 2.4824], [-1.3890, 1.2995, 3.4682], [-1.9607, 2.3496, 2.7764], [-2.3140, 0.4289, 3.9981], [-0.4798, 1.7403, 4.4218], [-0.7819, -1.3390, -4.0149], [-0.1907, 0.0668, -4.0981], [1.1394, 0.1872, -3.5056], [2.2675, 0.2780, -4.4271], [2.6435, -1.0578, -5.0553], [1.2850, 0.2366, -2.1637], [2.6637, 0.3661, -1.5897], [0.2673, 0.1733, -1.3666], [-1.7414, -1.3652, -4.5320], [-0.9459, -1.6485, -2.9829], [-0.1207, -2.0667, -4.4838], [-0.8603, 0.7863, -3.6188], [-0.1029, 0.3693, -5.1411], [3.1225, 0.6944, -3.9041], [1.9983, 0.9917, -5.2089], [2.9282, -1.7804, -4.2892], [3.4848, -0.9256, -5.7363], [1.8138, -1.4733, -5.6274], [3.0718, 1.3497, -1.8273], [3.3328, -0.3970, -1.9885], [2.6109, 0.2868, -0.5100], [-0.6451, 0.1284, -1.8034]], "lowdin_charge": [0.452, -0.221, -0.174, -0.008, -0.047, -0.048, -0.059, -0.607, 0.828, 0.143, 0.110, 0.113, 0.116, -0.161, -0.321, 0.002, -0.070, -0.094, -0.041, -0.097, -0.224, 0.051, -0.090, -0.070, 0.127, 0.123, 0.105, 0.098, 0.104, 0.108, 0.110, 0.151, 0.027, -1.212, 0.141, 0.164, 0.141, -0.060, -0.194, -0.076, -0.210, -0.068, -0.359, 0.007, 0.079, 0.081, 0.070, 0.066, 0.125, 0.120, 0.101, 0.121, 0.078, 0.078, 0.065, 0.100, 0.090, 0.051, 0.067], "de_lowest_kcal_mol": 11.4, "lumo_ha": [0.0046, 0.0046], "e_tot_ha": -3406.92097}

***

(3)
{"formula": "C20H25BNO2PtS3SbSe4", "method": "the ωB97M-V functional and the def2-TZVPD basis", "symbols": ["Pt", "C", "C", "S", "C", "C", "S", "C", "C", "S", "H", "H", "H", "H", "H", "H", "H", "H", "H", "H", "H", "H", "O", "B", "O", "C", "C", "C", "C", "C", "C", "H", "H", "H", "H", "Se", "Sb", "Se", "Se", "Se", "C", "C", "C", "C", "C", "C", "C", "C", "N", "H", "H", "H", "H", "H", "H", "H", "H", "H"], "xyz": [[0.0840, 0.8217, 0.4902], [-0.2062, 2.6345, -2.2457], [-0.4625, 1.2727, -2.8682], [-1.0067, 0.0320, -1.6493], [0.0812, -1.3653, -2.0238], [1.5785, -1.1147, -1.8976], [2.0955, -0.4373, -0.2839], [3.1252, 0.9660, -0.7791], [2.4402, 2.0418, -1.5994], [0.9052, 2.6456, -0.8155], [-1.1262, 3.0632, -1.8485], [0.1979, 3.3285, -2.9843], [0.4161, 0.8854, -3.3811], [-1.2570, 1.3647, -3.6087], [-0.1558, -1.7357, -3.0222], [-0.2275, -2.1213, -1.3045], [1.9425, -0.4423, -2.6731], [2.0949, -2.0665, -2.0228], [3.9988, 0.5761, -1.3032], [3.4593, 1.3735, 0.1766], [2.2138, 1.6981, -2.6077], [3.0992, 2.9063, -1.6839], [0.5981, -2.5210, 0.6103], [-0.3604, -2.0074, 1.5232], [-0.8719, -3.0633, 2.3043], [-0.2286, -4.1899, 1.8794], [-0.3688, -5.4799, 2.3336], [0.4234, -6.4537, 1.7219], [1.3123, -6.1334, 0.7057], [1.4493, -4.8186, 0.2534], [0.6606, -3.8731, 0.8615], [-1.0602, -5.7195, 3.1294], [0.3433, -7.4810, 2.0514], [1.9146, -6.9127, 0.2586], [2.1500, -4.5549, -0.5281], [-0.9196, 4.1307, 4.6415], [-0.0708, 3.8726, 2.4573], [-1.6754, 2.4589, 0.9515], [0.9003, 5.6049, 1.1511], [1.4401, 1.7458, 2.2903], [-3.6705, -0.4608, 1.1666], [-3.0326, -0.2352, 2.5077], [-3.8503, 0.0633, 3.5892], [-3.3301, 0.1674, 4.8671], [-1.9870, -0.0811, 5.0743], [-1.1374, -0.3918, 4.0184], [0.2778, -0.7890, 4.3352], [-1.6561, -0.4029, 2.7157], [-0.7925, -0.6864, 1.6011], [-4.5959, 0.1091, 1.0816], [-3.9152, -1.5198, 1.0379], [-3.0209, -0.1773, 0.3465], [-4.9096, 0.2176, 3.4193], [-3.9722, 0.4254, 5.6993], [-1.5761, -0.0335, 6.0752], [0.5939, -0.3321, 5.2724], [0.9791, -0.4850, 3.5635], [0.3461, -1.8748, 4.4491]], "lowdin_charge": [0.416, -0.485, -0.454, 0.887, -0.469, -0.430, 0.886, -0.502, -0.432, 0.671, 0.047, 0.102, 0.068, 0.090, 0.098, 0.068, 0.069, 0.088, 0.095, 0.045, 0.069, 0.098, 0.042, -0.768, 0.210, -0.188, 0.017, -0.087, -0.092, 0.001, -0.189, 0.123, 0.102, 0.101, 0.112, -0.107, -0.204, 0.220, -0.150, 0.217, -0.063, -0.259, -0.049, -0.071, -0.045, -0.206, -0.065, -0.262, -0.023, 0.082, 0.092, 0.000, 0.110, 0.104, 0.112, 0.086, -0.017, 0.089], "de_lowest_kcal_mol": 0.0, "lumo_ha": -0.0493, "e_tot_ha": -12167.25800}

***

(4)
{"formula": "C20H25ClIrN5O2S", "method": "the ωB97M-V functional and the def2-TZVPD basis", "symbols": ["Ir", "N", "C", "C", "O", "O", "H", "H", "H", "H", "Cl", "C", "C", "C", "C", "C", "C", "C", "H", "H", "H", "H", "H", "H", "C", "C", "C", "C", "N", "C", "N", "N", "N", "H", "H", "H", "H", "H", "H", "H", "H", "H", "H", "S", "C", "C", "C", "C", "C", "C", "H", "H", "H", "H", "H"], "xyz": [[-0.2922, -0.1589, -0.0303], [-0.4614, 1.7689, -0.6712], [0.9049, 2.2266, -1.0390], [1.6521, 1.0527, -1.6917], [2.1902, 1.2096, -2.7788], [1.5926, -0.0396, -1.0142], [-1.1010, 1.8422, -1.4588], [-0.8602, 2.3376, 0.0725], [1.4176, 2.4801, -0.1116], [0.8780, 3.0916, -1.6978], [0.4796, -2.2919, 0.9398], [0.0070, -1.8289, 2.5898], [-0.4263, -2.7951, 3.4673], [-0.9516, -2.3743, 4.6827], [-1.0397, -1.0186, 4.9577], [-0.5774, -0.0770, 4.0470], [-0.0158, -0.4614, 2.8346], [0.4761, 0.4807, 1.7738], [-0.3971, -3.8416, 3.1971], [-1.3217, -3.1051, 5.3887], [-1.4870, -0.6880, 5.8864], [-0.6601, 0.9801, 4.2691], [1.5622, 0.3590, 1.6694], [0.2832, 1.5168, 2.0688], [1.4748, -1.6641, -5.5582], [0.1421, -2.2812, -5.9728], [0.0253, -3.7266, -5.4999], [-1.0475, -1.4384, -5.5086], [-1.1724, -1.3864, -4.0552], [-0.5335, -0.6237, -3.1716], [-0.9286, -0.9877, -1.9710], [-1.8271, -1.9801, -2.1417], [-1.9742, -2.2282, -3.3858], [2.3016, -2.2345, -5.9817], [1.6062, -1.6713, -4.4738], [1.5711, -0.6319, -5.9010], [0.0810, -2.2659, -7.0657], [0.1224, -3.7933, -4.4144], [0.8189, -4.3313, -5.9390], [-0.9340, -4.1668, -5.7763], [-1.9878, -1.8489, -5.8719], [-0.9545, -0.4115, -5.8621], [0.2338, 0.0982, -3.4113], [-2.4669, 0.1310, 0.7709], [-3.0378, -1.2839, 1.6649], [-2.7754, -2.5895, 1.2503], [-3.2551, -3.6675, 1.9790], [-4.0166, -3.4647, 3.1224], [-4.2949, -2.1679, 3.5300], [-3.8042, -1.0865, 2.8134], [-2.2128, -2.7546, 0.3426], [-3.0408, -4.6746, 1.6415], [-4.3912, -4.3083, 3.6882], [-4.8895, -1.9940, 4.4188], [-4.0035, -0.0751, 3.1451]], "lowdin_charge": [0.873, -0.120, -0.113, -0.685, 0.030, -0.186, 0.105, 0.087, 0.122, 0.123, 0.780, -0.543, -0.101, -0.084, -0.079, -0.042, -0.350, -0.316, 0.113, 0.107, 0.106, 0.115, 0.066, 0.058, -0.067, -0.412, -0.075, -0.103, -0.089, -0.103, -0.109, 0.023, 0.083, 0.084, 0.078, 0.085, 0.137, 0.077, 0.081, 0.080, 0.128, 0.131, 0.125, 0.576, -0.643, -0.161, -0.101, -0.108, -0.101, -0.132, 0.051, 0.103, 0.096, 0.100, 0.098], "de_lowest_kcal_mol": 9.3, "lumo_ha": 0.0022, "e_tot_ha": -2164.11484}